Record 1
A molecular structure, C20H23NO6PPtS, computed with the ωB97M-V functional and the def2-TZVPD basis.

Output
- Total energy: -2141.17176 hartree
- HOMO level: -3.8633 eV
- Net charge: -1
- Molecular weight: 631.524 g/mol
- ΔE to the lowest compared entry with this formula, charge and spin: 94.4 kJ/mol

Positions of all 53 atoms, in Å:
H1 1.12 -1.49 0.78
S1 0.15 1.88 -0.85
C1 -3.89 1.74 0.01
H2 -3.67 -4.37 -1.95
C2 -0.49 0.47 2.99
O1 -4.89 2.31 -0.38
C3 4.58 1.65 0.28
C4 -2.75 -2.49 -1.41
H3 -0.54 -3.36 0.42
H4 1.85 -1.83 -0.78
C5 -3.22 2.19 1.30
H5 -1.36 2.64 4.62
H6 4.93 2.45 -1.67
C6 -0.37 -2.20 -3.73
H7 -3.26 4.18 4.01
C7 2.84 2.20 -1.31
H8 2.54 2.58 -2.28
H9 0.43 -0.60 -2.49
O2 6.38 1.42 1.88
H10 -2.04 -4.20 -2.57
C8 -0.52 -1.11 -2.68
C9 -0.03 -2.87 -0.41
C10 -3.64 3.20 2.14
C11 -1.90 2.56 3.68
H11 1.50 0.96 1.55
O3 -3.33 0.72 -0.58
C12 1.30 -2.27 0.05
N1 -2.17 1.46 1.64
P1 -1.17 -1.60 -1.05
H12 3.83 0.82 2.15
C13 2.25 1.30 0.84
C14 -1.53 1.56 2.79
H13 0.27 -3.02 -3.38
C15 6.02 1.62 0.58
H14 -3.22 -1.94 -2.23
C16 -2.68 -3.98 -1.72
H15 -2.30 -4.54 -0.87
C17 3.58 1.24 1.17
H16 -1.34 -2.63 -4.01
O4 0.17 0.46 4.02
C18 4.17 2.13 -0.97
H17 5.58 1.41 2.43
H18 0.08 -1.80 -4.64
H19 -4.49 3.80 1.85
C19 -2.95 3.39 3.34
O5 6.89 1.74 -0.24
H20 0.13 -3.63 -1.18
H21 -3.38 -2.30 -0.54
H22 -1.18 -0.31 -3.03
H23 1.92 -3.04 0.50
Pt1 -1.60 0.09 0.35
C20 1.82 1.78 -0.41
O6 -0.40 -0.38 2.02

Atom charges from the Mulliken analysis, given in e for atoms 1 to 5: H 0.078; S -0.393; C 0.168; H 0.392; C 0.048

---

Record 2
4 unconnected molecules or ions with the total composition C2H13NO4 at a distorted geometry, computed with the ωB97M-V functional and the def2-TZVPD basis.

Output
- Total energy: -439.65461 hartree
- HOMO level: -9.0625 eV
- SMILES: CNCO.O.O.O
- Molecular weight: 115.129 g/mol
- ΔE to the lowest compared entry with this formula, charge and spin: 179.0 kJ/mol

Positions of all 20 atoms, in Å:
H1 -0.19 0.32 1.54
C1 -0.45 2.46 0.19
H2 1.01 1.03 2.60
H3 1.40 2.74 1.08
H4 -2.23 0.34 -3.68
H5 -1.25 2.15 0.97
H6 1.81 -0.37 0.38
H7 -0.33 -2.90 -2.63
O1 1.68 -0.22 1.28
H8 -0.59 1.93 -0.79
H9 0.33 -3.58 1.72
H10 -0.46 3.55 0.03
O2 -2.31 0.55 -2.72
O3 0.16 -2.62 1.73
H11 1.05 -2.27 1.56
O4 -0.37 -2.13 -2.08
H12 -0.13 -2.55 -1.22
C2 0.84 0.83 1.60
H13 -1.98 1.46 -2.78
N1 0.84 1.96 0.69

Atom charges from the Mulliken analysis, given in e for atoms 1 to 5: H 0.263; C -0.677; H 0.309; H 0.245; H 0.307